[1]
ORCA calculation (ωB97M-V/def2-TZVPD) on a structure of composition C36H35BBrF4N5O3PSSn.

Each line ends with the Mulliken charge.
CARTESIAN COORDINATES (ANGSTROEM)
Sn: 0.990 1.162 0.107  2.00
F: 1.396 3.061 -1.104  -0.53
B: 1.970 3.929 -0.055  0.45
F: 1.040 4.840 0.317  -0.30
F: 3.181 4.369 -0.422  -0.28
F: 2.113 2.920 1.046  -0.57
C: -2.594 -3.062 3.247  -0.61
C: -1.682 -2.027 3.441  -0.71
C: -1.212 -1.306 2.363  -0.50
C: -1.678 -1.574 1.060  -0.40
C: -2.607 -2.621 0.880  -0.01
C: -3.043 -3.359 1.965  -0.86
N: -1.121 -0.873 0.028  1.09
C: -1.807 -0.593 -1.117  0.33
C: -1.049 -0.302 -2.272  -0.16
C: -1.668 0.078 -3.446  -0.92
C: -3.054 0.208 -3.492  -0.67
C: -3.814 -0.048 -2.355  -0.81
C: -3.210 -0.451 -1.181  -0.45
H: -2.946 -3.639 4.091  0.47
H: -1.335 -1.793 4.438  0.50
H: -0.500 -0.501 2.504  0.42
H: -2.941 -2.871 -0.118  0.49
H: -3.734 -4.177 1.811  0.44
H: 0.032 -0.410 -2.231  0.40
H: -1.075 0.276 -4.329  0.49
H: -3.539 0.517 -4.408  0.46
H: -4.889 0.078 -2.388  0.45
H: -3.799 -0.611 -0.288  0.65
Br: 7.761 2.746 -2.430  -0.15
C: 6.922 1.577 -1.214  -0.14
C: 7.670 0.980 -0.202  -0.15
N: 7.140 0.155 0.691  -0.66
C: 5.842 -0.106 0.611  -0.19
C: 5.023 0.438 -0.372  0.11
C: 5.573 1.306 -1.308  -0.41
C: 3.577 0.110 -0.426  1.20
O: 3.063 -0.536 0.564  -0.95
O: 2.879 0.503 -1.385  -1.03
H: 8.730 1.184 -0.117  0.40
H: 5.425 -0.770 1.358  0.50
H: 4.951 1.755 -2.070  0.59
O: -0.933 2.260 0.700  0.04
S: -1.571 3.566 1.156  -0.11
C: -3.132 3.055 1.855  0.74
C: -3.310 3.270 3.212  -0.56
C: -4.482 2.837 3.819  -0.68
C: -5.450 2.193 3.066  -0.50
C: -5.260 1.983 1.703  -0.64
C: -4.100 2.417 1.089  -0.40
C: -2.139 4.324 -0.353  0.56
C: -2.122 3.613 -1.541  0.13
C: -2.582 4.232 -2.694  -0.76
C: -3.046 5.539 -2.646  -0.55
C: -3.043 6.242 -1.447  -0.63
C: -2.579 5.637 -0.291  -0.75
H: -2.541 3.770 3.788  0.46
H: -4.636 3.006 4.876  0.43
H: -6.363 1.858 3.538  0.42
H: -6.029 1.491 1.121  0.46
H: -3.946 2.276 0.026  0.43
H: -1.754 2.593 -1.562  0.42
H: -2.571 3.692 -3.632  0.46
H: -3.400 6.018 -3.548  0.41
H: -3.388 7.266 -1.417  0.41
H: -2.554 6.183 0.644  0.45
C: 2.452 -5.073 -1.477  -0.97
N: 3.552 -4.402 -0.791  0.12
C: 3.535 -4.773 0.625  -0.93
N: 2.257 -4.516 1.291  0.15
C: 1.185 -5.177 0.551  -0.98
N: 1.149 -4.805 -0.863  0.15
C: 0.700 -3.436 -1.068  -0.47
P: 1.923 -2.302 -0.221  2.05
C: 3.479 -2.945 -0.961  -1.33
C: 1.991 -3.083 1.437  -1.07
H: 2.624 -6.149 -1.444  0.33
H: 2.428 -4.760 -2.521  0.41
H: 4.325 -4.233 1.147  0.41
H: 3.743 -5.841 0.697  0.31
H: 0.225 -4.935 1.010  0.40
H: 1.338 -6.255 0.610  0.26
H: -0.283 -3.288 -0.623  -0.06
H: 0.651 -3.200 -2.132  0.51
H: 4.333 -2.483 -0.465  0.50
H: 3.516 -2.692 -2.022  0.34
H: 1.041 -2.932 1.953  0.22
H: 2.785 -2.603 2.011  0.41

The net charge is +1. As for the LUMO energy (alpha / beta): -0.17078 / -0.17165 hartree. For the max |F|, the calculation gives 0.009 Eh/bohr. As for the total energy: -5844.4770 a.u. The value obtained for the gap between HOMO and LUMO (alpha / beta) is 6.158 / 6.339 eV. The spin multiplicity is 1.


[2]
ORCA calculation (ωB97M-V/def2-TZVPD) on a structure of composition C35H50NO17.

Each line ends with the Mulliken charge.
CARTESIAN COORDINATES (ANGSTROEM)
C: -1.736 -1.542 1.038  -0.94
N: -0.994 -0.222 1.309  1.08
C: 0.439 -0.607 1.393  -0.70
C: -1.249 0.648 0.134  -2.13
C: -1.419 0.452 2.517  -1.11
C: -0.814 1.768 2.821  0.36
O: -1.113 2.188 4.195  -0.54
H: -1.154 -2.119 0.409  0.31
H: -2.800 -1.526 0.847  0.55
H: -2.159 -2.294 2.030  0.11
H: 1.146 0.325 1.595  0.00
H: 0.978 -0.544 0.386  0.28
H: 0.661 -1.469 2.034  0.36
H: -0.997 0.129 -0.721  0.49
H: -0.706 1.503 0.089  0.94
H: -2.214 0.974 0.118  0.56
H: -1.100 -0.410 3.231  0.36
H: -2.366 0.514 2.729  0.60
H: -1.210 2.640 2.227  0.21
H: 0.322 1.718 2.477  -0.26
H: -0.716 3.016 4.282  0.50
C: -2.455 -1.946 -3.505  -0.95
C: -3.904 -2.121 -2.875  -0.07
C: -5.008 -2.725 -3.553  0.95
O: -6.250 -2.675 -3.184  -0.64
C: -4.751 -3.517 -4.799  -0.69
C: -3.362 -3.424 -5.370  0.43
C: -2.294 -2.485 -4.918  0.26
O: -1.163 -2.329 -5.413  -0.54
O: -2.891 -4.160 -6.567  -0.45
O: -4.228 -1.414 -1.758  -0.37
H: -1.771 -1.484 -2.892  1.03
H: -5.490 -4.152 -5.272  0.40
H: -3.783 -4.423 -6.947  0.35
H: -5.080 -1.481 -1.742  0.30
C: 1.019 -4.563 -2.404  -0.72
C: 0.695 -5.503 -3.620  0.11
C: -0.563 -6.049 -3.769  0.75
O: -0.873 -6.839 -4.616  -0.59
C: -1.623 -5.798 -2.789  -0.93
C: -1.283 -4.970 -1.427  0.38
C: 0.011 -4.334 -1.354  0.86
O: 0.413 -3.740 -0.348  -0.57
O: -2.283 -4.546 -0.638  -0.42
O: 1.665 -5.625 -4.534  -0.44
H: 2.046 -3.965 -2.333  0.23
H: -2.521 -5.988 -2.948  0.70
H: -3.222 -4.817 -0.995  0.38
H: 1.446 -6.320 -5.025  0.29
C: 2.528 2.100 -3.740  -0.77
C: 3.899 2.728 -3.919  0.18
C: 5.129 2.344 -3.229  0.81
O: 6.251 2.723 -3.556  -0.61
C: 4.851 1.293 -2.154  -1.07
C: 3.458 0.648 -1.917  0.61
C: 2.279 1.227 -2.627  0.59
O: 1.109 0.729 -2.257  -0.45
O: 3.270 -0.336 -1.025  -0.33
O: 4.062 3.656 -4.974  -0.55
H: 1.647 2.585 -4.484  0.29
H: 5.672 1.141 -1.626  0.57
H: 4.082 -0.799 -0.613  0.35
H: 5.067 3.668 -5.082  0.39
C: 2.916 3.777 2.845  -1.16
C: 3.395 2.874 1.753  0.86
O: 2.441 2.212 1.218  -0.16
C: 4.762 2.876 1.329  -1.47
H: 3.912 4.036 3.717  0.30
H: 2.048 3.252 3.324  0.25
H: 2.404 4.544 2.430  0.31
H: 5.269 3.402 2.086  0.51
H: 4.884 3.525 0.597  0.36
H: 5.257 1.912 1.225  0.26
C: 0.032 6.929 5.582  -0.85
C: -0.411 5.506 5.895  0.58
O: -0.359 4.551 5.035  -0.62
C: -0.943 5.292 7.286  -1.04
H: 1.206 6.977 5.567  0.25
H: -0.533 7.819 6.435  0.28
H: -0.283 7.033 4.563  0.34
H: 0.005 4.978 7.931  0.23
H: -1.695 4.570 7.450  0.34
H: -1.730 6.030 7.627  0.34
C: 0.938 4.549 -0.548  -0.30
C: 0.168 4.217 -1.838  0.72
O: -0.562 3.212 -1.930  -0.47
C: 0.214 5.186 -2.995  -1.11
H: 0.917 5.642 -0.099  0.36
H: 2.021 4.312 -0.508  0.10
H: 0.509 3.929 0.219  -0.16
H: -0.324 4.537 -3.844  0.27
H: 1.255 5.197 -3.458  0.22
H: -0.267 6.163 -2.901  0.35
C: -2.200 -6.319 4.362  -1.51
C: -1.170 -6.150 3.354  0.74
O: -0.469 -7.089 2.933  -0.59
C: -0.783 -4.779 3.021  -0.68
H: -3.031 -5.781 3.890  0.36
H: -2.009 -5.869 5.157  0.54
H: -2.449 -7.345 4.207  0.32
H: 0.221 -4.542 2.428  0.15
H: -0.656 -4.351 3.884  0.71
H: -1.535 -4.225 2.427  -0.05

The net charge is +1. As for the LUMO energy: -0.16125 hartree. For the max |F|, the calculation gives 0.282 Eh/bohr. The value obtained for the energy above the lowest of the compared OMol25 structures with the same formula, charge and spin is 181.4 kcal/mol. As for the total energy: -2696.4470 a.u. The value obtained for the gap between HOMO and LUMO is 6.229 eV. The spin multiplicity is 1.


[3]
ORCA calculation (ωB97M-V/def2-TZVPD) on the ion C9H21BrOP with charge +1.

Each line ends with the Mulliken charge.
CARTESIAN COORDINATES (ANGSTROEM)
C: 3.549 -0.612 1.928  -1.24
C: 3.131 -0.666 0.446  -0.30
C: 2.705 0.696 -0.138  -1.18
C: 1.202 0.828 -0.395  0.46
C: 0.783 2.246 -0.821  -1.24
P: 0.643 -0.501 -1.513  0.32
Br: -0.090 0.221 -3.428  -0.14
C: -0.571 -1.567 -0.689  -0.60
C: -2.025 -1.107 -0.840  -0.62
O: -2.494 -0.833 0.457  -0.39
C: -3.901 -0.529 0.510  -0.39
C: -4.144 0.886 1.015  -0.97
H: 2.773 -1.038 2.552  0.33
H: 3.704 0.407 2.259  0.34
H: 4.448 -1.192 2.070  0.33
H: 3.942 -1.053 -0.158  0.38
H: 2.327 -1.397 0.363  0.23
H: 2.914 1.453 0.608  0.46
H: 3.272 0.964 -1.024  0.39
H: 0.713 0.610 0.549  0.31
H: -0.050 2.579 -0.216  0.32
H: 0.524 2.338 -1.867  0.31
H: 1.603 2.922 -0.615  0.42
H: 1.744 -1.301 -1.820  0.23
H: -0.319 -1.485 0.365  0.35
H: -0.407 -2.591 -1.001  0.61
H: -2.595 -1.902 -1.311  0.38
H: -2.095 -0.203 -1.447  0.34
H: -4.360 -0.668 -0.462  0.35
H: -4.353 -1.251 1.183  0.35
H: -4.674 0.878 1.957  0.29
H: -4.701 1.478 0.298  0.31
H: -3.199 1.389 1.184  0.27

The net charge is +1. As for the LUMO energy: -0.14056 hartree. For the max |F|, the calculation gives 0.011 Eh/bohr. As for the total energy: -3345.8626 a.u. The value obtained for the gap between HOMO and LUMO is 9.363 eV. The spin multiplicity is 1.


[4]
ORCA calculation (ωB97M-V/def2-TZVPD) on a structure of composition C43H41As2Cl2N3OPS2Ti.

Each line ends with the Mulliken charge.
CARTESIAN COORDINATES (ANGSTROEM)
Ti: -0.878 0.878 0.595  -0.12
O: 0.202 0.733 2.863  -0.76
C: -0.101 -0.263 2.218  1.23
C: 0.189 -1.636 2.679  -0.02
C: 0.320 -1.924 4.037  -0.39
C: 0.594 -3.219 4.434  -0.75
C: 0.786 -4.212 3.476  -0.96
C: 0.687 -3.916 2.126  -0.50
C: 0.345 -2.630 1.711  -0.31
P: 0.328 -2.068 -0.039  2.78
C: 1.920 -2.823 -0.576  -0.19
C: 3.065 -2.565 0.178  -0.67
C: 4.306 -3.015 -0.244  -0.63
C: 4.422 -3.731 -1.429  -0.73
C: 3.287 -4.003 -2.178  -0.75
C: 2.043 -3.552 -1.756  -0.32
C: -0.867 -3.107 -0.945  0.85
C: -1.310 -4.370 -0.562  -0.67
C: -2.154 -5.097 -1.389  -0.73
C: -2.555 -4.581 -2.614  -0.76
C: -2.134 -3.318 -2.999  -0.85
C: -1.309 -2.582 -2.159  0.08
H: 0.206 -1.123 4.757  0.54
H: 0.687 -3.458 5.485  0.45
H: 1.037 -5.218 3.787  0.45
H: 0.914 -4.680 1.392  0.57
H: 2.980 -2.021 1.111  0.60
H: 5.185 -2.813 0.356  0.49
H: 5.391 -4.082 -1.759  0.40
H: 3.367 -4.574 -3.094  0.46
H: 1.165 -3.778 -2.349  0.36
H: -1.014 -4.792 0.389  0.31
H: -2.498 -6.075 -1.076  0.42
H: -3.205 -5.158 -3.258  0.37
H: -2.462 -2.896 -3.940  0.45
H: -1.039 -1.568 -2.429  -0.17
C: 0.256 4.531 -0.537  -0.14
C: -0.419 4.311 0.767  -0.34
N: -0.968 3.198 1.204  1.35
C: -1.658 3.435 2.384  -0.09
C: -1.558 4.691 2.875  -0.57
S: -0.627 5.645 1.819  -0.20
C: -2.482 2.363 2.917  -0.91
C: -3.352 2.421 3.952  -0.49
S: -4.051 0.885 4.195  -0.24
C: -3.145 0.244 2.885  0.30
N: -2.394 1.139 2.295  0.68
C: -3.159 -1.216 2.604  -0.59
H: -0.122 3.818 -1.263  -0.60
H: 0.042 5.534 -0.906  0.64
H: 1.338 4.428 -0.458  0.15
H: -1.999 5.089 3.773  0.50
H: -3.612 3.270 4.560  0.46
H: -4.175 -1.602 2.544  0.56
H: -2.644 -1.746 3.409  0.44
H: -2.642 -1.415 1.670  -0.64
C: 4.361 0.541 1.013  -1.49
As: 2.617 1.387 0.753  1.33
C: 2.760 2.741 2.157  -1.23
C: 3.052 2.480 -0.815  0.20
C: 4.166 3.313 -0.845  -0.86
C: 4.427 4.114 -1.947  -0.87
C: 3.573 4.079 -3.041  -0.84
C: 2.463 3.245 -3.027  -0.75
C: 2.194 2.447 -1.921  -0.10
As: 0.631 1.277 -1.868  1.38
C: -0.386 1.850 -3.428  -1.57
C: 1.562 -0.253 -2.632  -1.07
H: 5.156 1.281 1.090  0.55
H: 4.562 -0.125 0.177  0.27
H: 4.330 -0.042 1.934  0.49
H: 3.669 3.334 2.070  0.47
H: 2.751 2.224 3.116  0.42
H: 1.890 3.398 2.124  0.10
H: 4.840 3.345 0.004  0.25
H: 5.294 4.762 -1.953  0.42
H: 3.770 4.699 -3.905  0.43
H: 1.806 3.231 -3.888  0.36
H: -0.677 2.895 -3.342  0.43
H: -1.293 1.246 -3.454  0.29
H: 0.178 1.696 -4.346  0.57
H: 2.069 0.077 -3.538  0.69
H: 0.872 -1.058 -2.872  0.43
H: 2.301 -0.616 -1.921  -0.04
Cl: -4.000 -2.312 -0.332  -0.12
C: -4.435 -0.686 -0.731  0.85
C: -5.755 -0.481 -1.096  -0.57
C: -6.196 0.774 -1.478  -0.59
C: -5.292 1.819 -1.508  -0.67
C: -3.977 1.600 -1.139  0.95
Cl: -2.904 2.962 -1.239  -0.24
C: -3.479 0.353 -0.707  -1.72
N: -2.174 0.200 -0.286  0.65
H: -6.433 -1.323 -1.087  0.49
H: -7.226 0.933 -1.762  0.41
H: -5.595 2.808 -1.821  0.49

The net charge is +1. As for the LUMO energy: -0.08944 hartree. For the max |F|, the calculation gives 0.015 Eh/bohr. The value obtained for the energy above the lowest of the compared OMol25 structures with the same formula, charge and spin is 10.0 kcal/mol. As for the total energy: -9281.6849 a.u. The value obtained for the gap between HOMO and LUMO is 7.548 eV. The spin multiplicity is 1.


[5]
ORCA calculation (ωB97M-V/def2-TZVPD) on a structure of composition C21H42CaO11S4.

Each line ends with the Mulliken charge.
CARTESIAN COORDINATES (ANGSTROEM)
Ca: 0.477 3.660 0.762  1.53
C: -1.674 0.767 -1.517  -0.45
C: -0.763 1.624 -0.689  1.04
O: 0.153 2.292 -1.243  -0.92
O: -0.876 1.679 0.570  -0.83
H: -2.479 1.329 -1.993  0.45
H: -2.048 -0.099 -0.979  -0.30
H: -1.116 0.444 -2.400  0.32
C: 2.630 0.755 0.442  -0.91
C: 2.437 1.488 1.776  1.99
C: 3.221 0.907 2.936  -1.49
O: 2.583 2.885 1.668  -1.07
H: 1.979 -0.115 0.335  0.17
H: 3.680 0.454 0.348  0.56
H: 2.456 1.446 -0.383  -0.04
H: 1.357 1.360 2.019  -0.92
H: 3.408 -0.167 2.839  0.37
H: 2.661 1.036 3.872  0.26
H: 4.165 1.376 3.225  0.37
C: -1.395 -1.554 1.620  0.04
C: -2.552 -2.544 1.501  -0.85
C: -1.943 -3.890 1.139  -0.68
S: -0.354 -3.908 2.047  1.11
O: 0.657 -4.173 1.061  -0.64
O: -0.451 -4.705 3.246  -0.67
C: -0.445 -2.185 2.627  -0.67
H: -1.686 -0.575 2.002  0.11
H: -0.910 -1.341 0.664  -0.04
H: -3.353 -2.151 0.869  0.38
H: -3.116 -2.602 2.442  0.37
H: -1.568 -3.702 0.130  0.22
H: -2.394 -4.858 1.319  0.51
H: 0.575 -1.833 2.757  0.38
H: -1.010 -2.231 3.557  0.36
C: 4.370 1.978 -3.059  -0.49
C: 2.969 1.564 -3.562  -0.40
C: 2.997 0.067 -3.718  -0.61
S: 4.617 -0.281 -4.466  1.14
O: 4.487 -0.230 -5.900  -0.65
O: 5.244 -1.406 -3.828  -0.66
C: 5.410 1.281 -3.927  -0.82
H: 4.492 1.641 -2.025  0.07
H: 4.485 3.058 -2.968  0.52
H: 2.864 2.078 -4.517  0.40
H: 2.272 1.858 -2.782  0.00
H: 2.214 -0.316 -4.379  0.43
H: 2.846 -0.613 -2.878  0.31
H: 5.705 1.870 -4.791  0.33
H: 6.287 0.975 -3.361  0.44
C: -4.834 -2.199 -3.397  -1.01
C: -3.577 -2.346 -2.530  0.07
C: -2.326 -2.411 -3.450  -0.44
S: -2.912 -2.036 -5.108  1.15
O: -3.117 -3.295 -5.774  -0.65
O: -2.143 -0.992 -5.730  -0.66
C: -4.492 -1.372 -4.607  -0.72
H: -5.719 -1.855 -2.860  0.43
H: -5.166 -3.183 -3.742  0.34
H: -3.732 -3.285 -1.989  0.23
H: -3.452 -1.661 -1.693  -0.04
H: -1.783 -3.351 -3.385  0.45
H: -1.615 -1.656 -3.117  0.08
H: -5.117 -1.334 -5.499  0.50
H: -4.364 -0.321 -4.332  0.29
C: -0.646 1.280 5.609  -0.88
C: 0.465 2.318 5.655  -0.07
C: -0.142 3.684 5.416  -0.91
S: -1.289 3.378 4.044  0.76
O: -0.609 3.503 2.768  -0.37
O: -2.516 4.068 4.347  -0.65
C: -1.513 1.607 4.379  0.08
H: -1.216 1.343 6.541  0.32
H: -0.300 0.252 5.535  0.48
H: 1.140 2.081 4.819  -0.20
H: 1.192 2.337 6.466  0.46
H: 0.580 4.422 5.075  0.47
H: -0.817 4.032 6.195  0.35
H: -0.960 1.145 3.557  -0.42
H: -2.585 1.453 4.400  0.52

The net charge is 0. As for the LUMO energy: -0.03828 hartree. For the max |F|, the calculation gives 0.050 Eh/bohr. As for the total energy: -3923.3632 a.u. The value obtained for the gap between HOMO and LUMO is 6.913 eV. The spin multiplicity is 1.